The following is a quantum chemistry calculation of a molecular structure, C33H36As2NO7SW at a distorted geometry, from OMol25.

XYZ file:
```
81
C33H36As2NO7SW the ωB97M-V functional and the def2-TZVPD basis
W 0.53241 -0.04437 -0.20693
As -0.30495 -0.02342 2.16964
As -1.68024 -1.33054 -0.48648
S 2.06183 2.60427 -1.13917
O 2.17767 -3.40721 1.39913
O 3.38739 1.90382 -0.85155
O 2.24690 3.97821 -1.45926
O 2.44496 -0.15398 0.20735
O -0.92918 1.15206 -0.77645
O 0.94593 -2.03205 0.14954
O -2.29981 2.90351 -0.54009
N 1.17493 2.23513 0.08318
C -1.16039 -0.30837 -5.32843
C 1.37815 1.73785 -2.52520
C 4.51322 -3.13685 -0.58037
C 5.95205 -0.33354 2.95400
C -2.75940 -1.07754 -2.05384
C 0.47484 -0.29973 -3.38451
C -0.01794 3.07994 0.22516
C 3.28802 -1.06849 3.07406
C 3.96303 -0.73482 4.23586
C 3.93471 -1.03975 1.84077
C -2.79376 -0.39774 0.82687
C 4.45186 -0.97404 -1.60696
C -0.16303 1.77603 -4.34047
C -0.41355 -1.74229 3.04526
C 3.16010 -1.34549 0.57289
C 5.33097 -3.59528 -1.60141
C -4.16912 -0.31419 0.67081
C 5.27276 -0.67477 1.79020
C 5.30148 -0.36444 4.17680
C -1.22340 2.41316 -0.40086
C -4.93154 0.47470 1.52694
C -0.29280 0.40584 -4.32923
C -2.19290 0.29024 1.88284
C -2.94618 1.08525 2.73091
C 0.65972 2.46685 -3.42894
C 1.27881 0.33483 -2.45400
C -4.32032 1.18811 2.54402
C 5.27012 -1.43628 -2.63236
C 2.05815 -2.39044 0.76928
C -1.98710 -3.15927 -0.01784
C 0.17989 1.16739 3.57513
C 5.70555 -2.75097 -2.63852
C 4.04954 -1.82166 -0.58161
H 0.46557 -1.38522 -3.38785
H 5.57547 -0.75616 -3.41708
H -3.03596 -3.23569 0.25831
H -0.71752 2.34925 -5.07601
H 2.25671 -1.39358 3.13612
H 4.17144 0.07065 -1.61476
H -0.45230 0.92588 4.42579
H 4.23913 -3.80255 0.22614
H -1.77078 -3.80249 -0.86860
H -1.34542 -3.44861 0.80989
H -3.04099 -0.02883 -2.10983
H -6.00208 0.54188 1.38468
H -1.45202 -2.05637 2.99468
H 0.04877 2.20419 3.27623
H 0.22351 -2.47892 2.56198
H 3.45487 -0.78306 5.19080
H -2.18804 -1.35028 -2.93814
H -0.70924 -0.27136 -6.32119
H 3.17919 1.05002 -0.29563
H -4.66645 -0.84582 -0.13086
H -1.29363 -1.35709 -5.06670
H 1.22749 1.00392 3.82165
H 5.67814 -4.62023 -1.58294
H -2.14286 0.15931 -5.39633
H -4.90680 1.82192 3.19581
H -0.11174 -1.62082 4.08378
H 2.17380 -0.23254 -2.18216
H 6.99477 -0.04993 2.90161
H -3.63904 -1.71385 -1.99108
H -0.22530 3.22862 1.28578
H 6.34142 -3.11253 -3.43580
H -2.48055 1.62911 3.54257
H 5.79469 -0.65788 0.84158
H 0.71109 3.54764 -3.42717
H 5.83649 -0.11514 5.08362
H 0.10958 4.07040 -0.21179
```

Values from the calculation:
HOMO level (alpha / beta) ... -10.910 / -10.870 eV
Net charge ... +1

These are the Mulliken partial charges, in e, on atoms 1 to 5: W 1.04; As 1.57; As 1.45; S 1.37; O -0.61

=====

The following is a quantum chemistry calculation of a molecular structure, C33H36AsN9O9S4V at a distorted geometry, from OMol25.

XYZ file:
```
93
C33H36AsN9O9S4V the ωB97M-V functional and the def2-TZVPD basis
As -2.40554 -1.74736 2.46274
V -1.00654 0.18064 0.47254
S 0.40096 0.23384 -3.58186
S -0.51234 -2.22146 -1.07696
S 0.60716 3.04974 -2.17156
S -4.05774 3.94634 2.78694
O 0.10676 1.56854 -4.07696
O -1.89304 -0.30126 1.80224
O -0.22304 -1.26606 0.10754
O -0.45714 -0.81266 -4.02396
O -2.12374 0.39654 -0.60706
O -2.46844 -2.71586 0.93694
O -1.76694 -1.86936 -1.65286
O -0.78014 -2.26296 3.00144
O 0.67126 -2.33426 -1.86696
N 6.06366 -0.68846 -5.05076
N -2.25774 4.63804 0.89044
N -3.42114 1.58184 2.09894
N 0.41836 0.41304 2.10274
N 3.82016 2.34324 -1.05096
N -2.64974 2.36034 1.32474
N 0.28996 0.35944 -1.92766
N 0.05786 1.65044 -0.05956
N 3.66556 1.36814 1.08944
C -2.86264 3.63294 1.53264
C 0.25406 2.93604 0.37424
C -3.12774 0.68894 -2.76106
C 4.50506 -0.82316 1.59734
C 4.74676 -0.50536 -4.71806
C 4.40516 1.24714 -1.50866
C 4.12466 0.73104 -4.93076
C 0.10136 0.87214 3.31384
C 4.01116 -1.53016 -4.10736
C -3.29974 0.67204 -1.23616
C 0.54486 3.81854 -0.60206
C 2.50846 -0.36496 2.96624
C -5.08484 1.49934 3.87394
C -1.66784 -3.80226 0.78034
C -4.33234 -0.35726 -0.74756
C 4.67626 0.16094 -0.68996
C 0.04726 -5.95916 0.39534
C -1.80434 -4.94766 1.55824
C 2.69616 -1.33356 -3.73626
C 0.93906 0.72454 4.40444
C 3.75906 -1.06276 2.67954
C 2.10436 -0.10036 -3.95476
C 2.81686 0.93004 -4.54356
C 1.57776 -0.19776 1.93844
C 0.28426 1.52074 -1.38326
C 0.18776 -4.81946 -0.37976
C 4.25996 0.25654 0.63974
C -0.67154 -3.75636 -0.18106
C 3.49476 2.34854 0.22934
C -4.18834 2.19084 2.91784
C -0.94694 -6.01636 1.36224
C -6.54264 1.91764 3.69124
C 2.16456 0.09904 4.23224
H 2.32086 1.87184 -4.70566
H 2.85446 -0.00146 5.05624
H -4.08084 -1.32736 -1.17356
H 4.05256 -1.82386 3.39114
H -6.88134 1.68404 2.68504
H 2.12006 -2.12246 -3.28346
H -3.59684 1.68314 -0.88056
H 6.37296 -1.63886 -5.16896
H 5.16866 -0.71996 -1.07016
H -0.78994 -2.86776 3.74864
H -1.62994 4.43794 0.12654
H -5.33384 -0.06026 -1.04706
H 0.72756 -6.78566 0.26074
H 0.96106 -4.71646 -1.12536
H -2.42374 1.46924 -3.05306
H -1.04354 -6.89506 1.98024
H 4.67596 1.25324 -2.55516
H -4.96254 0.42354 3.70554
H 0.17056 3.13954 1.43224
H 6.46456 -0.02956 -5.69946
H -2.58574 -4.96486 2.30854
H 0.75396 4.86594 -0.50546
H -0.86574 1.35494 3.40354
H -4.76754 1.72954 4.89474
H -6.65514 2.98624 3.86224
H -4.27904 -0.41476 0.34584
H -7.17014 1.38714 4.40134
H 3.06576 3.26124 0.62344
H 4.48886 -2.48676 -3.94686
H 4.67336 1.52664 -5.40956
H 1.78226 -0.60346 0.95344
H -2.54894 5.58404 1.05784
H -2.72424 -0.26966 -3.08366
H 0.62586 1.08394 5.37204
H -4.08574 0.86534 -3.24206
H 5.38656 -1.41996 1.40464
```

Values from the calculation:
HOMO level ... -10.182 eV
Net charge ... +1

These are the Mulliken partial charges, in e, on atoms 1 to 5: As -0.57; V 0.60; S 1.36; S 1.62; S -0.12

=====

The following is a quantum chemistry calculation of a molecular structure, C33H36AsNPS6W at a distorted geometry, from OMol25.

XYZ file:
```
79
C33H36AsNPS6W the ωB97M-V functional and the def2-TZVPD basis
W -0.61533 -0.52512 0.18738
As 0.24031 1.82920 -0.40832
S -0.42952 -0.13923 2.54719
S -2.55900 -3.77329 3.47444
S -0.86427 -1.94196 4.93046
S -1.78933 -4.42357 6.26858
S 1.88155 -0.77320 0.00131
S -2.37456 -2.23013 0.90121
P -2.91771 0.53579 0.05612
N 2.25406 -3.68167 1.41828
C -0.26684 4.69625 -0.44467
C 4.20380 3.12670 0.24555
C -0.54664 -3.21201 -2.90014
C -0.93600 5.95686 1.49766
C -0.93630 2.65724 -4.40746
C 0.97923 1.14815 -3.07806
C -0.29929 3.53206 0.31122
C -0.58985 5.90963 0.15292
C -0.95397 4.79159 2.25488
C -3.18312 2.29991 -0.33620
C 2.84856 3.13854 -0.03783
C 2.77210 0.74185 0.17185
C -0.54329 -2.22260 -1.92830
C 0.81481 -4.03833 1.09563
C -3.83330 -0.23605 -1.32425
C -0.63885 3.57731 1.66162
C 0.87099 1.07445 -4.46076
C -0.83021 2.73304 -3.02250
C 0.12609 1.97732 -2.34922
C 4.84408 1.91894 0.50083
C 4.13553 0.72668 0.46214
C -0.09115 -2.43802 -0.63781
C 3.23674 -4.59784 0.77501
C -1.19777 -1.53669 3.25870
C -3.98259 0.41276 1.52663
C 0.40155 -3.70025 -0.30852
C -1.74298 -3.44121 4.97628
C -0.06297 -4.46969 -2.56669
C -1.98831 -2.37874 2.58628
C 2.13801 1.94501 -0.07610
C 0.40139 -4.70191 -1.28024
C 2.45359 -3.58628 2.89234
C -0.09199 1.82363 -5.12716
H -4.76418 1.16944 1.45243
H -3.38137 0.59953 2.41647
H -1.47865 3.41111 -2.48760
H -3.70848 -1.31467 -1.33816
H 0.02088 4.66739 -1.48451
H -4.23460 2.42910 -0.59061
H -0.92681 -3.01445 -3.89541
H 0.20480 -3.49016 1.80189
H -2.94628 2.92552 0.52126
H 2.34775 4.07589 -0.22150
H 4.23929 -4.19315 0.89918
H 0.70874 -5.10384 1.29526
H -0.92108 -1.22516 -2.20190
H 4.63753 -0.21822 0.65309
H -1.18580 6.90701 1.95814
H -1.67676 3.25942 -4.92353
H -0.06767 -5.26739 -3.30031
H 1.54484 0.43189 -5.01699
H -2.58078 2.62095 -1.17410
H 1.72998 0.55893 -2.57000
H -0.64902 2.66952 2.24840
H -3.44860 0.18060 -2.25461
H 2.24462 -4.55504 3.34475
H 3.00685 -4.68246 -0.28202
H -0.56672 6.82028 -0.43407
H 0.73850 -5.70145 -1.01725
H 1.77198 -2.83770 3.28739
H 4.75962 4.05636 0.27165
H -0.17681 1.76783 -6.20798
H 3.16956 -5.57104 1.25357
H -4.42142 -0.57526 1.60233
H 3.48338 -3.29624 3.09458
H -4.89241 -0.00120 -1.24324
H -1.21435 4.82769 3.30577
H 5.90395 1.90645 0.73539
H 2.39224 -2.74254 1.04196
```

Values from the calculation:
HOMO level (alpha / beta) ... -9.498 / -9.602 eV
Net charge ... +1

These are the Mulliken partial charges, in e, on atoms 1 to 5: W 0.96; As 0.59; S -0.55; S -0.06; S -0.02

=====

no.,electronic energy (eV)
1,-184960.7687
2,-196504.9416
3,-173255.1420